Record 1
The following is a DFT calculation (ωB97M-V/def2-TZVPD) of an isolated ion of composition C5H12NO2 and charge +1 at a distorted geometry.

Geometry as XYZ:
```
20
C5H12NO2 (ωB97M-V/def2-TZVPD)
C -1.27968 1.58813 -0.05087
C -0.59471 0.60144 0.84014
N 0.15286 1.35869 1.98622
C 0.30498 -0.54116 0.32549
C -0.14761 -1.19852 -1.00689
C 1.12677 -1.88748 -1.47069
O 1.73708 -2.64243 -0.77792
O 1.63323 -1.45728 -2.66868
H -1.48083 1.30664 -1.10713
H -0.78320 2.54363 -0.18780
H -2.26286 1.89563 0.23341
H -1.39205 -0.00834 1.41872
H -0.58616 1.34151 2.74300
H 0.81235 0.77398 2.51393
H 0.59144 2.24147 1.74597
H 0.57571 -1.30592 1.05313
H 1.34050 -0.18999 0.17178
H -1.00237 -1.85720 -0.79410
H -0.53094 -0.40599 -1.65035
H 1.78548 -2.15684 -3.31736
```

Properties
- Kohn-Sham gap (Ha) = 0.36722
- LUMO energy (eV) = -3.8
- SMILES = C[C@H]([NH3+])CCC(=O)O
- total charge = +1

Atom charges from the Löwdin analysis, given in e for atoms 1 to 6: atom 1 (C): -0.0411, atom 2 (C): -0.2970, atom 3 (N): 0.2134, atom 4 (C): -0.1639, atom 5 (C): -0.0632, atom 6 (C): -0.5104

Record 2
The following is a DFT calculation (ωB97M-V/def2-TZVPD) of an isolated ion of composition C5H12NO2 and charge +1 at a distorted geometry.

Geometry as XYZ:
```
20
C5H12NO2 (ωB97M-V/def2-TZVPD)
N 0.06728 2.40454 -0.48206
C -0.29874 1.03936 0.00282
C -1.72815 0.71927 -0.53465
O -2.39975 1.63383 -0.92163
C 0.66401 -0.02882 -0.54955
C 1.13150 -0.97813 0.56378
C 0.14738 -1.95159 1.11242
O -0.76502 -2.39047 0.08065
H 0.99580 2.45737 -0.91224
H -0.63271 2.64112 -1.20542
H 0.16767 3.15035 0.20904
H -0.46590 1.02293 1.07798
H -1.98546 -0.34654 -0.64446
H 1.58269 0.40534 -0.95883
H 0.19755 -0.56558 -1.38781
H 1.43867 -0.40079 1.43558
H 2.04043 -1.48823 0.21523
H 0.62744 -2.84478 1.54938
H -0.45575 -1.54484 1.93340
H -0.32895 -2.93433 -0.58361
```

Properties
- Kohn-Sham gap (Ha) = 0.38179
- LUMO energy (eV) = -3.7
- SMILES = [NH3+][C@@H](C=O)CCCO
- total charge = +1

Atom charges from the Löwdin analysis, given in e for atoms 1 to 6: atom 1 (N): 0.2313, atom 2 (C): -0.2200, atom 3 (C): -0.1498, atom 4 (O): 0.0968, atom 5 (C): -0.1370, atom 6 (C): -0.1893

Record 3
The following is a DFT calculation (ωB97M-V/def2-TZVPD) of an isolated ion of composition C5H12NO3 and charge +1 at a distorted geometry.

Geometry as XYZ:
```
21
C5H12NO3 (ωB97M-V/def2-TZVPD)
C -0.65814 0.40872 -1.10296
C -0.10570 -0.82948 -0.35913
C 0.85751 -0.15306 1.88076
C -2.18987 0.53148 -0.73727
C 1.15039 -1.37547 -0.81912
N 0.07116 1.59464 -0.85427
O -0.03540 -0.56004 1.11450
O 0.64374 0.00696 3.13485
O 2.11823 0.02777 1.54435
H -0.45730 0.15205 -2.17312
H -1.01653 -1.57755 -0.41164
H -2.69804 0.09517 -1.61492
H -2.38811 1.65449 -0.73785
H -2.62169 0.12948 0.15428
H 2.03614 -0.79177 -0.65144
H 1.10204 -1.54008 -1.94767
H 1.58014 -2.25584 -0.36885
H 0.55958 2.03909 -1.62182
H -0.47772 2.08509 -0.09108
H -0.14051 -0.21430 3.54895
H 2.67008 0.57266 2.11345
```

Properties
- Kohn-Sham gap (Ha) = 0.35369
- LUMO energy (eV) = -3.3
- total charge = +1

Atom charges from the Löwdin analysis, given in e for atoms 1 to 6: atom 1 (C): -0.4120, atom 2 (C): -0.2572, atom 3 (C): -0.4519, atom 4 (C): -0.0328, atom 5 (C): -0.0491, atom 6 (N): 0.0486

Record 4
The following is a DFT calculation (ωB97M-V/def2-TZVPD) of one molecule with the formula C5H12NO3P at a distorted geometry.

Geometry as XYZ:
```
22
C5H12NO3P (ωB97M-V/def2-TZVPD)
C -0.71594 -1.10805 -2.97000
P 0.48689 -0.94666 -1.57618
C -0.15233 -2.03533 -0.19254
O 0.26538 0.67924 -1.06039
C 1.43135 1.25157 -0.66773
O 2.34848 1.33824 -1.35044
O 1.45545 1.75512 0.59641
C 1.09639 0.77495 1.59322
C -0.34675 0.89610 2.14977
N -1.31545 1.49366 1.22630
H -1.60557 -0.47222 -2.85262
H -1.04364 -2.15679 -3.00648
H -0.21978 -0.84514 -3.91016
H -0.82348 -1.48097 0.48191
H -0.66217 -2.91984 -0.59707
H 0.70987 -2.36894 0.39836
H 1.34658 -0.23118 1.23556
H 1.77298 0.95876 2.43973
H -0.33163 1.37498 3.14511
H -0.69721 -0.13421 2.34472
H -2.06189 1.86215 1.81297
H -0.93754 2.31456 0.75952
```

Properties
- Kohn-Sham gap (Ha) = 0.34597
- LUMO energy (eV) = 0.9
- SMILES = CP(C)OC(=O)OCCN

Atom charges from the Löwdin analysis, given in e for atoms 1 to 6: atom 1 (C): -0.2750, atom 2 (P): 0.9353, atom 3 (C): -0.2713, atom 4 (O): -0.2225, atom 5 (C): -0.7266, atom 6 (O): 0.1812

Record 5
The following is a DFT calculation (ωB97M-V/def2-TZVPD) of a 2-piece molecular cluster, C5H12NO3P overall at a distorted geometry.

Geometry as XYZ:
```
22
C5H12NO3P (ωB97M-V/def2-TZVPD)
C 0.11552 -0.27871 2.02703
C 2.26403 -0.49709 -0.21614
C -0.51095 0.52834 -2.48075
C -2.04444 0.73013 -0.01188
C 0.94809 0.14731 0.11915
N 0.00102 -1.57417 2.25710
O -0.04229 0.61739 2.81919
O -0.74194 -1.73680 -1.01102
O 1.03691 1.51562 0.32214
P -0.59064 -0.27570 -0.85096
H 2.80520 0.30390 -0.82925
H 2.73881 -0.74531 0.69013
H 2.08298 -1.45750 -0.84289
H -1.29249 0.11488 -3.09686
H -0.72975 1.61338 -2.28754
H 0.45214 0.58760 -2.97849
H -1.96501 0.43293 1.04619
H -1.58873 1.70332 -0.15955
H -3.02318 0.58166 -0.36084
H -0.30314 -2.15692 1.46690
H -0.14655 -1.85679 3.22309
H 0.53441 1.70254 1.15523
```

Properties
- Kohn-Sham gap (Ha) = 0.35048
- LUMO energy (eV) = 0.7

Atom charges from the Löwdin analysis, given in e for atoms 1 to 6: atom 1 (C): -0.4367, atom 2 (C): -0.0519, atom 3 (C): -0.1748, atom 4 (C): -0.1098, atom 5 (C): -0.4582, atom 6 (N): 0.1586

Record 6
The following is a DFT calculation (ωB97M-V/def2-TZVPD) of a 2-piece molecular cluster, C5H12NO3S overall at a distorted geometry.

Geometry as XYZ:
```
22
C5H12NO3S (ωB97M-V/def2-TZVPD)
C -0.48363 1.13915 -0.67509
C -0.94633 2.46415 0.10245
O -0.17173 3.44148 0.22191
O -2.20234 2.55395 0.71027
C -3.31277 2.45108 -0.26836
N -4.25572 1.40635 0.20318
H -0.49477 0.31916 0.12040
H 0.54113 1.25446 -1.14923
H -1.30171 0.88628 -1.41258
H -3.86175 3.44468 -0.25565
H -2.98009 2.12619 -1.30965
H -3.86064 0.53699 -0.20625
C 2.79718 -3.39107 -0.07441
S 1.34322 -2.51591 0.54351
O 0.51838 -2.13304 -0.63834
C 2.22906 -1.03938 1.08664
H 2.47140 -4.33970 -0.50172
H 3.29054 -2.79640 -0.84533
H 3.48532 -3.58339 0.75061
H 2.75752 -0.59081 0.24391
H 2.93495 -1.30706 1.87474
H 1.50278 -0.32717 1.47900
```

Properties
- Kohn-Sham gap (Ha) = 0.15367
- LUMO energy (eV) = 2.4
- total charge = -1

Atom charges from the Löwdin analysis, given in e for atoms 1 to 6: atom 1 (C): -0.0159, atom 2 (C): -0.4793, atom 3 (O): -0.0087, atom 4 (O): -0.1061, atom 5 (C): -0.4615, atom 6 (N): -0.1892

Record 7
The following is a DFT calculation (ωB97M-V/def2-TZVPD) of C5H12NO4P as an isolated structure at a distorted geometry.

Geometry as XYZ:
```
23
C5H12NO4P (ωB97M-V/def2-TZVPD)
C 1.65090 -0.38494 -0.30300
C 3.01452 -1.01660 -0.64433
C -1.73566 -2.58572 0.12838
C -1.14965 1.86119 -1.45046
C -0.31451 1.78888 1.92733
N 0.62623 -1.16264 -0.18382
O 1.52768 0.82618 -0.12850
O -1.83647 -1.23329 0.72138
O -1.53241 0.67366 -0.83815
O -0.80047 0.52148 1.58795
P -0.68075 -0.21865 0.26539
H 3.17053 -0.84683 -1.75380
H 2.90776 -2.05316 -0.51036
H 3.85529 -0.39444 -0.11034
H -1.72044 -3.34948 0.98012
H -0.66353 -2.72316 -0.08689
H -2.31334 -2.67709 -0.78171
H -0.36515 1.62289 -2.04001
H -0.89781 2.53663 -0.71353
H -2.05398 2.26849 -1.93749
H -1.17925 2.53447 2.03089
H 0.17708 2.20330 0.99390
H 0.31342 1.80882 2.84706
```

Properties
- Kohn-Sham gap (Ha) = 0.37457
- LUMO energy (eV) = 0.9

Atom charges from the Löwdin analysis, given in e for atoms 1 to 6: atom 1 (C): -0.6878, atom 2 (C): -0.0077, atom 3 (C): -0.0914, atom 4 (C): -0.1009, atom 5 (C): -0.1044, atom 6 (N): -0.0130

Record 8
The following is a DFT calculation (ωB97M-V/def2-TZVPD) of a 3-piece molecular cluster, C5H12NOP overall at a distorted geometry.

Geometry as XYZ:
```
20
C5H12NOP (ωB97M-V/def2-TZVPD)
C -1.65016 0.90930 -0.16160
P -1.57927 -0.73775 0.29206
C -2.09558 -1.59804 -1.42395
C -0.84887 -2.17549 -2.09926
H -1.25229 1.72320 0.41404
H -2.02295 1.08786 -1.10371
H -2.70120 -2.46593 -1.14803
H -2.66780 -0.93382 -2.08055
H -0.99305 -2.63001 -3.03142
H 0.14685 -1.54793 -2.15548
H -0.64777 -3.02282 -1.43474
C 2.15597 3.49298 0.41459
N 1.08819 3.32371 0.73272
H 3.19857 3.57347 0.33028
C 2.05794 0.21344 1.99050
O 0.82571 -0.44921 2.36428
H 2.75849 -0.52490 2.25251
H 2.08048 1.14914 2.58744
H 2.09660 0.37415 0.98682
H 0.05014 0.23867 2.27350
```

Properties
- Kohn-Sham gap (Ha) = 0.35042
- LUMO energy (eV) = 0.5
- SMILES = C=PCC.C#N.CO

Atom charges from the Löwdin analysis, given in e for atoms 1 to 6: atom 1 (C): -0.3330, atom 2 (P): 0.9170, atom 3 (C): -0.4710, atom 4 (C): -0.2146, atom 5 (H): -0.0456, atom 6 (H): -0.0578

Record 9
The following is a DFT calculation (ωB97M-V/def2-TZVPD) of an isolated ion of composition C5H12NS and charge +1 at a distorted geometry.

Geometry as XYZ:
```
19
C5H12NS (ωB97M-V/def2-TZVPD)
C 1.07103 0.34235 0.10336
C 0.85248 1.93637 0.07870
C -2.12170 -0.14375 -0.65524
C 0.40499 -1.96816 0.02336
C -1.22892 -0.19667 0.60689
N 0.12202 -0.55146 0.26452
S 2.77778 -0.20436 -0.04185
H 1.34101 2.33336 -0.84632
H -0.21526 2.28627 0.03414
H 1.44720 2.11608 0.84241
H -1.58622 0.69520 -1.23966
H -2.00808 -1.10958 -1.22426
H -3.07529 0.40207 -0.37610
H 0.80826 -2.22033 -0.85074
H -0.51756 -2.40912 0.47754
H 1.30342 -2.22548 0.70470
H -1.69647 -0.81724 1.37153
H -1.17950 0.86283 0.94474
H 3.50079 0.87163 -0.21773
```

Properties
- Kohn-Sham gap (Ha) = 0.37858
- LUMO energy (eV) = -4.2
- total charge = +1

Atom charges from the Löwdin analysis, given in e for atoms 1 to 6: atom 1 (C): -0.4645, atom 2 (C): -0.0003, atom 3 (C): -0.0475, atom 4 (C): -0.0119, atom 5 (C): -0.2229, atom 6 (N): -0.1747

Record 10
The following is a DFT calculation (ωB97M-V/def2-TZVPD) of C5H12NS as an isolated structure at a distorted geometry.

Geometry as XYZ:
```
19
C5H12NS (ωB97M-V/def2-TZVPD)
C 1.81184 -1.51191 1.47720
C -0.62656 1.38482 0.92665
C 2.62426 -2.60693 0.89499
C -0.42760 1.99008 -1.47297
C -2.17027 0.33030 -0.71841
N -1.30165 1.48218 -0.37005
S 0.56536 -0.72762 0.64834
H 1.94640 -1.19163 2.55776
H -1.41126 0.70713 1.54971
H 3.61222 -2.41331 1.20191
H 2.63555 -2.78742 -0.19805
H 2.36374 -3.61022 1.30568
H -0.24158 3.07309 -1.29636
H 0.59068 1.49741 -1.56889
H -1.01090 2.14811 -2.37009
H -2.47155 -0.11202 0.23968
H -2.88672 0.61139 -1.48361
H -1.61985 -0.56228 -1.13715
H -1.98208 2.29883 -0.18636
```

Properties
- Kohn-Sham gap (alpha / beta) (Ha) = 0.29756 / 0.29756
- LUMO energy (alpha / beta) (eV) = -4.8 / -4.8
- total charge = +1

Atom charges from the Löwdin analysis, given in e for atoms 1 to 6: atom 1 (C): -0.4847, atom 2 (C): -0.0326, atom 3 (C): -0.1457, atom 4 (C): -0.0325, atom 5 (C): -0.0612, atom 6 (N): -0.3516

Record 11
The following is a DFT calculation (ωB97M-V/def2-TZVPD) of an isolated ion of composition C5H12NS and charge +1 at a distorted geometry.

Geometry as XYZ:
```
19
C5H12NS (ωB97M-V/def2-TZVPD)
C -0.88934 -1.49390 0.91863
N -0.50965 -0.81174 -0.25622
C -0.96378 0.66251 -0.33006
S -1.80871 1.23454 -1.81594
C 0.53039 0.31974 -0.14643
C 1.17396 0.52402 1.22086
C 1.43564 0.45550 -1.37769
H -0.39886 -2.41406 1.06650
H -0.86852 -1.00789 1.94767
H -1.97566 -1.80393 0.80185
H -0.30262 -1.40485 -1.09215
H -1.71191 0.70710 0.51170
H -2.86765 1.79215 -1.27562
H 2.07247 -0.12828 1.26300
H 0.60498 0.14723 2.01493
H 1.53526 1.59195 1.31217
H 0.77413 0.16180 -2.13926
H 2.41783 -0.11805 -1.25630
H 1.75204 1.58614 -1.36763
```

Properties
- Kohn-Sham gap (Ha) = 0.40085
- LUMO energy (eV) = -2.9
- SMILES = C[N@H+]1[C@H](S)C1(C)C
- total charge = +1

Atom charges from the Löwdin analysis, given in e for atoms 1 to 6: atom 1 (C): -0.0601, atom 2 (N): -0.0709, atom 3 (C): -0.4572, atom 4 (S): 0.8391, atom 5 (C): -0.4252, atom 6 (C): -0.0014

Record 12
The following is a DFT calculation (ωB97M-V/def2-TZVPD) of an isolated ion of composition C5H12NS and charge +1 at a distorted geometry.

Geometry as XYZ:
```
19
C5H12NS (ωB97M-V/def2-TZVPD)
C -1.94547 1.00923 -0.12307
C 0.77554 -0.49149 -1.37995
C -1.02424 -1.79050 -0.28121
C 1.76384 1.38351 1.56297
C -0.10496 -0.66191 -0.09183
N -0.77951 0.70773 0.21542
S 0.06255 1.95095 1.28424
H -2.34443 2.02401 -0.09143
H -2.42703 0.32436 -0.90256
H 0.13079 0.17348 -2.10434
H 1.71679 -0.04621 -1.10725
H 0.94952 -1.40570 -1.92819
H -1.24757 -1.81320 -1.34265
H -1.75932 -1.68529 0.52212
H -0.44712 -2.68403 -0.01663
H 1.90225 0.71240 0.78451
H 1.80371 0.79942 2.62574
H 2.40615 2.26664 1.52241
H 0.56851 -0.77342 0.85171
```

Properties
- Kohn-Sham gap (alpha / beta) (Ha) = 0.23198 / 0.32833
- multiplicity = 3
- LUMO energy (alpha / beta) (eV) = -4.2 / -7.1
- total charge = +1

Atom charges from the Löwdin analysis, given in e for atoms 1 to 6: atom 1 (C): 0.0210, atom 2 (C): -0.0261, atom 3 (C): -0.0716, atom 4 (C): -0.3261, atom 5 (C): -0.4129, atom 6 (N): -0.3535

Record 13
The following is a DFT calculation (ωB97M-V/def2-TZVPD) of a 2-piece molecular cluster, C5H12O overall at a distorted geometry.

Geometry as XYZ:
```
18
C5H12O (ωB97M-V/def2-TZVPD)
C 1.44871 2.49341 -2.02820
C 1.14161 1.64289 -1.06709
C 2.01363 0.52588 -0.58097
H 0.74781 3.25016 -2.34937
H 2.39197 2.40713 -2.55618
H 0.15746 1.68218 -0.61154
H 1.77561 -0.33326 -1.13794
H 3.09288 0.66159 -0.63748
H 1.78037 0.30219 0.46133
C -2.14421 -1.24686 1.87836
C -1.25015 -1.89998 0.80669
O -0.96014 -1.06439 -0.30908
H -2.84124 -1.95708 2.30097
H -1.47213 -0.86261 2.64961
H -2.64372 -0.36118 1.47821
H -1.67199 -2.83714 0.43774
H -0.31982 -2.21695 1.29251
H -1.24664 -0.18599 -0.02760
```

Properties
- Kohn-Sham gap (Ha) = 0.38550
- LUMO energy (eV) = 0.9
- SMILES = C=CC.CCO

Atom charges from the Löwdin analysis, given in e for atoms 1 to 6: atom 1 (C): -0.0201, atom 2 (C): -0.2452, atom 3 (C): -0.1153, atom 4 (H): 0.0465, atom 5 (H): 0.0572, atom 6 (H): 0.0795

It is found that the relative energy (zero: lowest compared OMol25 entry of this formula, charge and spin) values, taken in the order of the records, are 31.6 35.6 47.1 29.5 30.9 49.8 15.4 64.9 50.9 137.9 53.9 39.9 36.9 kcal per mole.